1.
DFT (ωB97M-V/def2-TZVPD) results for a structure of composition C4H8FO3S at a distorted geometry.

Values from the calculation:
- Kohn-Sham gap (eV) = 8.881
- relative energy (zero: lowest compared OMol25 entry of this formula, charge and spin) (kcal per mole) = 27.0
- charge = -1
- LUMO (hartree) = 0.143

Structure (XYZ):
```
17
Properties=species:S:1:pos:R:3:forces:R:3:lowdin_charge:R:1
C 0.75235 -0.77984 -1.20642 6.533 -2.016 3.537 -0.07
C -0.51120 1.29514 0.93749 0.043 -0.768 -3.446 -0.15
C 0.36219 -1.38644 0.14223 -3.075 1.922 0.750 -0.26
C -0.95995 -0.15996 0.98491 -0.233 -2.724 -0.970 -0.23
O -2.77608 -1.67921 -0.34433 -0.225 -0.263 0.817 -0.40
O -3.50695 0.54428 0.40805 0.504 0.104 -0.112 -0.38
O -1.83704 0.19884 -1.43661 -1.056 0.964 0.513 -0.42
F 1.38748 -1.67992 1.02976 0.041 0.458 -0.277 -0.07
S -2.44552 -0.26881 -0.17379 1.298 -1.026 -0.597 0.39
H 1.73218 -0.11833 -0.96589 -2.279 -1.124 -0.917 0.13
H -0.06444 -0.29037 -1.49100 -2.893 2.159 -1.926 -0.04
H 1.06966 -1.65012 -1.81767 -0.188 0.802 -0.157 0.08
H -1.04821 2.03643 1.43434 -1.303 0.748 1.258 0.04
H 0.45891 1.27775 1.25351 2.828 0.419 1.290 0.02
H -0.41591 1.72456 -0.15148 -0.482 -1.286 1.762 0.12
H -0.17374 -2.32166 -0.05160 -0.269 0.332 0.520 0.11
H -1.24784 -0.65982 2.01803 0.755 1.299 -2.048 0.13
```
Positions in Å, forces in eV/Å.



2.
DFT (ωB97M-V/def2-TZVPD) results for the molecule C4H8N2O at a distorted geometry.

Values from the calculation:
- Kohn-Sham gap (eV) = 10.124
- structure (SMILES) = N#C[C@@H](N)CCO
- relative energy (zero: lowest compared OMol25 entry of this formula, charge and spin) (kcal per mole) = 90.8
- LUMO (hartree) = 0.023

Structure (XYZ):
```
15
Properties=species:S:1:pos:R:3:forces:R:3:lowdin_charge:R:1
N -2.43275 -0.53081 -0.01034 1.068 -0.252 0.718 0.02
C -0.80944 -0.05681 0.41734 -0.867 -0.578 -0.337 -0.20
C 0.42483 -0.52730 -0.43204 -0.363 -0.224 -0.167 -0.14
C 1.82375 0.17007 -0.36555 -0.561 0.062 -0.294 -0.26
O 2.42703 0.01282 0.90729 0.017 0.106 0.099 -0.08
C -1.27751 1.28992 0.15325 -0.645 1.201 -0.335 -0.27
N -2.04422 2.11326 -0.11186 1.283 0.420 0.348 0.15
H -2.93058 -1.40126 -0.26919 1.907 -0.335 0.345 0.06
H -2.96896 -0.19629 0.78875 0.326 0.197 -0.159 0.04
H -0.50373 -0.15077 1.48278 -0.851 -0.302 -0.515 0.13
H 0.12362 -0.47950 -1.47937 0.027 -0.144 -0.060 0.11
H 0.63299 -1.57192 -0.17440 -0.287 0.084 -0.081 0.11
H 1.78656 1.23131 -0.65675 -0.267 -0.153 0.167 0.12
H 2.44696 -0.33318 -1.13228 -0.402 0.089 0.222 0.12
H 3.30146 0.43047 0.88236 -0.386 -0.170 0.049 0.09
```
Positions in Å, forces in eV/Å.



3.
DFT (ωB97M-V/def2-TZVPD) results for the molecule C4H10O2.

Values from the calculation:
- Kohn-Sham gap (eV) = 10.986
- structure (SMILES) = CO[C@H](C)CO
- relative energy (zero: lowest compared OMol25 entry of this formula, charge and spin) (kcal per mole) = 26.6
- LUMO (hartree) = 0.035

Structure (XYZ):
```
16
Properties=species:S:1:pos:R:3:forces:R:3:lowdin_charge:R:1
C 0.82304 -1.58354 -0.13298 0.084 -0.182 -0.174 -0.10
O 1.67546 1.47461 0.39998 0.101 -0.059 0.108 -0.05
C 0.46437 1.35700 -0.30546 -0.319 -0.002 -0.225 -0.24
C -0.46500 0.38138 0.42512 -0.087 0.160 0.013 -0.39
C -1.69255 -0.03258 -0.37052 -0.012 -0.026 -0.055 -0.04
O 0.31018 -0.73117 0.87556 -0.023 -0.048 0.116 -0.19
H 0.17916 -2.46076 -0.27066 0.064 0.132 0.001 0.09
H 0.93681 -1.07419 -1.09743 -0.004 -0.079 0.153 0.09
H 1.81354 -1.91651 0.19231 -0.173 -0.016 -0.050 0.10
H 0.63975 1.02152 -1.34184 0.011 0.042 0.156 0.11
H -0.00472 2.34555 -0.36643 0.000 -0.134 0.023 0.13
H -0.78058 0.85906 1.35954 0.035 -0.070 -0.100 0.15
H -2.32168 -0.69826 0.22902 0.095 0.097 -0.092 0.09
H -1.41988 -0.55467 -1.29408 -0.018 0.086 0.110 0.08
H -2.28884 0.84417 -0.64621 0.119 -0.095 0.057 0.09
H 1.73949 0.65219 0.91269 0.127 0.193 -0.040 0.08
```
Positions in Å, forces in eV/Å.



4.
DFT (ωB97M-V/def2-TZVPD) results for the molecule C5H7FO2 at a distorted geometry.

Values from the calculation:
- Kohn-Sham gap (eV) = 10.218
- structure (SMILES) = O=CCO/C=C\CF
- relative energy (zero: lowest compared OMol25 entry of this formula, charge and spin) (kcal per mole) = 24.8
- LUMO (hartree) = 0.030

Structure (XYZ):
```
15
Properties=species:S:1:pos:R:3:forces:R:3:lowdin_charge:R:1
C 0.37476 -0.99631 -1.41293 -1.754 -0.652 0.983 -0.21
C 0.48408 -1.45590 0.07367 -0.040 0.461 -1.106 -0.03
C 0.63458 -0.75480 1.20839 0.190 -1.155 -0.498 -0.16
C 0.06053 1.40369 0.46927 -1.018 1.584 -0.954 -0.18
C -1.47110 1.35660 0.42875 0.233 -0.979 -0.548 -0.21
H 0.38992 -1.89918 -2.02248 0.104 -0.051 0.001 0.10
H -0.59888 -0.47613 -1.68585 1.185 -0.269 0.574 0.12
H 0.54882 -2.53806 0.15675 -0.028 0.225 0.266 0.09
H 0.85619 -1.30608 2.13914 -0.223 0.548 -0.494 0.13
H 0.26288 2.44972 0.77133 0.244 -0.434 -0.067 0.15
H 0.43641 1.25713 -0.52785 0.211 0.088 -0.477 0.11
H -1.94006 1.15546 1.39244 -0.277 0.084 0.538 0.13
O 0.65671 0.57673 1.38718 0.203 -0.247 1.515 -0.06
O -2.13131 1.45127 -0.57604 0.454 0.254 0.374 0.06
F 1.43645 -0.22414 -1.80177 0.516 0.543 -0.107 -0.05
```
Positions in Å, forces in eV/Å.



5.
DFT (ωB97M-V/def2-TZVPD) results for a cluster of 8 separate species, C34H42N7O14 in total at a distorted geometry.

Values from the calculation:
- Kohn-Sham gap (eV) = 6.438
- relative energy (zero: lowest compared OMol25 entry of this formula, charge and spin) (kcal per mole) = 0.0
- charge = -1
- LUMO (hartree) = 0.022

Structure (XYZ):
```
97
Properties=species:S:1:pos:R:3:forces:R:3:lowdin_charge:R:1
C 52.28600 9.72100 2.04300 -1.845 -3.497 4.263 -0.89
O 51.73300 8.81600 1.35800 0.684 0.987 -0.687 -0.06
O 52.76300 10.82000 1.54800 1.377 2.681 -2.954 0.06
O 52.39000 9.70900 3.31500 -0.154 -0.077 -0.733 -0.09
H 52.73400 10.76000 0.57800 -0.218 0.196 0.015 0.08
C 50.11600 8.77300 -2.92000 -3.440 0.871 -1.782 -0.11
C 49.44400 8.72200 -4.28700 6.072 -3.967 -0.287 -0.02
C 50.24900 7.91800 -5.32900 -0.909 -1.501 1.136 0.03
C 51.40000 6.97900 -4.88800 -1.824 3.793 5.570 -0.10
C 51.92600 7.05400 -3.41800 -14.600 10.637 -6.300 0.16
C 51.21400 8.10400 -2.47000 2.795 -4.084 -3.234 -0.02
N 52.07300 6.13600 -5.81500 0.379 1.971 -3.385 -0.35
O 51.50100 6.05400 -6.95000 1.365 -0.908 2.419 0.01
O 53.25300 5.85900 -5.60300 -1.416 -0.737 -0.036 0.06
H 49.51600 9.36400 -2.18000 0.842 -0.477 -0.551 0.09
H 48.42100 8.98200 -4.49300 0.123 0.660 -0.021 0.06
H 49.91100 7.73600 -6.49200 0.774 0.740 3.357 0.14
H 52.62800 6.56900 -3.20500 10.499 -7.332 3.591 -0.05
H 51.63800 8.11700 -1.46000 -0.543 0.409 -0.262 0.09
C 53.10400 5.78000 2.10000 -0.154 -1.570 -1.170 -0.07
C 51.78400 5.18100 2.04300 3.321 -5.032 -3.546 0.00
C 51.62800 3.77100 1.36200 4.848 0.604 0.159 0.08
C 52.97400 3.03400 0.92700 0.198 3.996 2.096 -0.07
C 54.33600 3.77600 1.13300 -4.338 2.091 0.850 0.04
C 54.34300 5.21100 1.62500 -4.526 -4.938 -0.525 -0.06
N 52.99900 1.62000 0.35400 1.145 1.124 0.233 -0.31
O 54.19400 1.28200 -0.05300 -4.995 -0.029 1.134 -0.01
O 51.89600 1.00500 0.36100 3.827 0.959 -0.534 0.03
H 53.23100 6.78400 2.44300 -0.609 0.627 0.309 0.08
H 50.88200 5.68800 2.11400 -1.260 1.128 0.761 0.05
H 50.70200 3.18100 1.11700 0.896 1.177 0.537 0.09
H 55.28600 3.30900 1.00500 0.192 -0.517 -0.545 0.07
H 55.20200 5.80200 1.61200 1.386 0.530 0.241 0.05
C 54.42400 12.17600 4.68300 1.491 0.558 2.056 -0.08
C 55.51100 12.11800 5.79400 2.671 1.376 -2.021 -0.02
C 56.80900 13.00200 5.69200 -5.281 -0.562 -1.221 0.03
C 56.80300 14.10900 4.57800 -4.986 -5.014 0.192 -0.17
C 55.65300 14.15200 3.57800 0.113 1.347 3.452 0.06
C 54.37500 13.23600 3.78400 4.300 1.285 -1.765 -0.08
N 57.82100 15.06900 4.60800 -0.454 1.942 0.014 -0.37
O 58.65900 14.85700 5.48600 0.222 1.378 -1.481 0.05
O 57.65800 16.09600 3.87700 1.455 -2.117 1.743 0.02
H 53.56900 11.46400 4.54100 0.975 0.221 0.741 0.09
H 55.59100 11.30900 6.66300 -0.666 1.818 -2.270 0.11
H 57.45300 12.84800 6.61400 -0.383 0.750 -1.853 0.10
H 55.68600 15.23800 3.01500 -0.349 -3.356 0.937 0.14
H 53.63400 13.22400 2.93100 0.803 0.149 1.320 0.09
C 55.43600 7.19700 -1.35400 1.340 -1.401 -0.709 -0.12
C 55.73400 6.83100 -2.86000 -0.651 2.512 0.411 -0.04
C 55.59200 7.96700 -3.78000 -2.012 -0.759 0.235 -0.04
C 54.90500 9.29000 -3.40100 1.703 -2.626 4.659 -0.12
C 54.72500 9.56500 -1.93100 1.071 -3.211 -1.310 0.07
C 55.07900 8.43200 -0.86100 -2.692 3.526 -1.781 -0.07
N 54.49000 10.23400 -4.44700 -0.136 0.507 -0.350 -0.35
O 54.43100 9.79400 -5.61600 0.061 1.106 2.132 0.04
O 54.21600 11.39200 -4.07900 0.401 -2.033 -1.007 0.05
H 55.63100 6.50000 -0.47600 -0.331 0.168 -1.865 0.08
H 56.00400 5.71200 -3.30900 -0.630 3.378 1.663 0.15
H 55.71800 7.81100 -4.92000 -0.113 0.211 2.178 0.12
H 54.29400 10.48000 -1.51300 0.075 -0.220 -0.662 0.07
H 54.66800 8.70800 0.31700 1.642 -1.121 -3.673 0.17
C 48.67600 7.42700 0.61400 3.393 -2.240 -1.296 -0.36
O 48.68900 6.42400 -0.12400 -1.008 0.794 0.918 -0.04
N 47.90900 8.47400 0.49200 -0.746 1.246 0.951 -0.16
C 48.11600 9.65300 1.34000 4.187 -1.061 -2.801 -0.03
C 46.72100 8.45200 -0.35400 3.193 4.436 -0.244 0.00
H 49.55700 7.58200 1.27100 -0.531 0.081 0.312 0.12
H 49.07000 9.75500 1.88200 -0.035 -1.051 -0.511 0.10
H 47.43100 9.77800 2.00800 -4.587 0.186 4.265 0.02
H 48.09700 10.55400 0.80600 -0.048 1.250 -1.594 0.07
H 47.04500 9.05900 -1.27600 -1.105 -1.124 0.823 0.12
H 46.07100 9.03900 0.24100 -1.520 0.458 -0.014 0.07
H 46.40900 7.50900 -0.52500 -0.971 -2.998 -0.812 0.05
C 51.07200 12.79100 -1.91700 4.368 -2.373 2.163 -0.28
O 51.99100 12.02400 -1.45600 -3.014 1.653 -1.496 -0.05
N 51.07800 14.07500 -1.60100 -1.291 4.532 -0.429 -0.15
C 50.07100 14.95600 -2.22100 0.813 2.241 0.302 -0.07
C 52.11100 14.78600 -0.80900 1.260 -6.608 0.203 -0.01
H 50.28500 12.49900 -2.60600 -0.216 -0.311 -0.054 0.14
H 49.11700 14.61100 -2.05200 -2.272 -2.152 -0.942 0.04
H 50.28300 15.37700 -3.23200 -0.101 -0.963 0.530 0.10
H 49.73700 15.87500 -1.66100 1.857 -0.304 0.307 0.10
H 52.16500 15.75800 -0.59500 -1.314 4.074 -0.065 0.04
H 53.09700 14.52300 -1.17700 0.201 -0.095 -0.574 0.09
H 52.15300 14.26100 0.15000 -0.181 0.115 0.220 0.08
C 49.43900 11.64800 4.03600 -4.656 0.207 1.405 -0.26
O 48.62100 11.49100 4.97900 2.211 -0.168 -1.027 -0.05
N 48.94500 12.40700 2.98400 4.215 -0.684 -2.056 -0.16
C 49.97100 12.68300 1.86400 -1.064 0.809 0.798 -0.03
C 47.58300 12.86700 2.94000 2.766 4.001 -1.058 -0.07
H 50.39200 11.08700 3.98900 0.051 0.658 -0.402 0.13
H 50.51500 11.84100 1.41400 -1.269 -0.398 -0.266 0.06
H 50.85300 13.17600 2.24800 -0.001 0.721 0.689 0.06
H 49.48200 13.40900 1.17800 0.439 -0.889 0.050 0.08
H 47.41300 13.71200 3.57000 -0.366 -0.152 1.699 0.09
H 46.96400 12.11200 2.94500 -3.486 -3.945 1.286 0.03
H 47.21500 13.39400 2.05700 1.294 -0.274 -1.169 0.09
```
Positions in Å, forces in eV/Å.



6.
DFT (ωB97M-V/def2-TZVPD) results for a cluster of 2 separate species, C4H10N2P2 in total at a distorted geometry.

Values from the calculation:
- Kohn-Sham gap (alpha / beta) (eV) = 7.488 / 7.269
- relative energy (zero: lowest compared OMol25 entry of this formula, charge and spin) (kcal per mole) = 55.5
- LUMO (alpha / beta) (hartree) = -0.053 / -0.060

Structure (XYZ):
```
18
Properties=species:S:1:pos:R:3:forces:R:3:lowdin_charge:R:1
C -2.33045 0.28894 0.24511 0.792 0.433 1.175 -0.22
C -0.55269 0.52452 -1.30745 1.952 -4.149 0.739 -0.07
C -0.20484 1.81882 0.75753 -1.534 -2.681 -1.787 -0.01
C -0.87686 0.49018 0.20242 1.788 0.652 -1.810 -0.66
N -3.42344 -0.01137 0.38698 -0.870 -0.035 -0.207 0.17
N -0.19296 -0.60121 0.87017 -0.495 -0.076 0.000 -0.33
P 2.74049 -0.40522 0.11025 0.379 0.076 0.256 0.64
P -0.56051 -2.17673 0.80275 0.612 -0.863 0.204 0.76
H -0.91929 1.34470 -1.75720 -1.584 2.895 -1.560 0.04
H 0.56120 0.54864 -1.45357 -1.009 -0.217 0.199 0.05
H -0.96641 -0.40594 -1.78641 0.458 0.905 0.171 0.10
H -0.82517 2.61605 0.45199 -0.175 1.306 -0.017 0.08
H 0.78969 1.75915 0.35785 0.344 0.554 -0.209 0.03
H -0.17347 1.57027 1.74889 0.130 0.515 2.898 0.05
H 3.10982 -0.12411 -1.23870 0.054 -0.331 0.101 -0.22
H 3.46330 -1.64575 0.21555 -0.248 0.340 -0.320 -0.22
H 0.41629 -2.62063 1.73158 -0.234 -0.176 -0.244 -0.10
H -0.05471 -2.97031 -0.33776 -0.361 0.850 0.411 -0.09
```
Positions in Å, forces in eV/Å.



7.
DFT (ωB97M-V/def2-TZVPD) results for the molecule C9H17P at a distorted geometry.

Values from the calculation:
- Kohn-Sham gap (alpha / beta) (eV) = 5.747 / 7.292
- relative energy (zero: lowest compared OMol25 entry of this formula, charge and spin) (kcal per mole) = 23.7
- LUMO (alpha / beta) (hartree) = 0.031 / -0.064
- spin multiplicity = 3

Structure (XYZ):
```
27
Properties=species:S:1:pos:R:3:forces:R:3:lowdin_charge:R:1
C 0.25490 -2.25865 0.70027 5.127 -1.735 8.056 -0.12
C -0.41884 -2.38328 -0.46788 -5.083 -1.951 -8.315 -0.14
C 0.67343 -0.97248 1.28575 0.776 -0.345 -0.218 -0.21
C -1.03937 -1.21608 -1.17578 -2.144 1.109 3.620 -0.21
C 0.56489 0.17635 0.31194 -1.416 2.640 -0.870 -0.58
C -0.87908 0.21184 -0.32353 0.656 -1.418 -1.649 -0.62
C 0.78928 1.51738 1.02352 0.077 0.649 3.944 -0.08
C 1.61328 0.15401 -0.79854 0.166 -0.302 0.629 -0.04
C -1.01978 1.37001 -1.35879 1.644 -0.582 -1.094 -0.12
P -2.37973 0.16145 0.82650 -0.735 0.926 -1.190 0.90
H 0.71648 -3.15353 1.28221 -1.322 1.390 -1.273 0.13
H -0.67472 -3.34502 -1.08839 1.162 1.586 1.746 0.14
H 0.00318 -0.70180 2.09741 -0.122 0.000 0.536 0.08
H 1.67450 -1.08379 1.79032 -0.635 0.361 -0.599 0.14
H -0.58532 -1.22132 -2.10951 0.589 0.690 -2.089 0.07
H -2.18070 -1.34429 -1.27083 1.522 -0.029 -0.360 0.10
H 1.28823 2.30308 0.48245 0.259 -0.035 -0.711 0.06
H 1.51341 1.29554 1.94473 -1.446 0.632 -1.711 0.12
H -0.13343 2.08333 1.48099 1.400 -1.547 -0.765 0.10
H 1.55448 -0.78763 -1.28088 0.258 -1.176 -0.604 0.07
H 2.52638 0.17591 -0.19785 0.483 0.255 -0.778 0.10
H 1.54894 0.90551 -1.61043 0.153 -0.076 1.054 0.09
H -2.05299 1.48481 -1.58269 -1.020 -0.599 -1.160 0.04
H -0.29512 1.18971 -2.31386 -2.230 0.442 2.150 0.13
H -0.87681 2.39756 -1.02443 0.909 -0.135 0.644 0.07
H -2.68766 1.57991 1.07255 0.695 -0.954 0.042 -0.08
H -1.76554 -0.17260 2.00239 0.277 0.205 0.965 -0.13
```
Positions in Å, forces in eV/Å.



8.
DFT (ωB97M-V/def2-TZVPD) results for a cluster of 2 separate species, C2H6O2 in total.

Values from the calculation:
- Kohn-Sham gap (eV) = 10.879
- structure (SMILES) = CC=O.O
- relative energy (zero: lowest compared OMol25 entry of this formula, charge and spin) (kcal per mole) = 13.5
- LUMO (hartree) = 0.036

Structure (XYZ):
```
10
Properties=species:S:1:pos:R:3:forces:R:3:lowdin_charge:R:1
O -1.28340 -3.19359 2.20063 -0.109 -0.229 0.038 0.04
C -1.08533 -2.26578 1.46741 0.116 0.266 -0.246 -0.33
C 0.00768 -1.26179 1.68910 0.404 0.158 0.575 -0.06
H -1.73470 -2.08397 0.57922 0.052 -0.109 0.191 0.12
H 0.93995 -1.72650 2.04147 -0.291 -0.086 -0.361 0.09
H -0.28360 -0.62849 2.53104 -0.220 0.084 -0.040 0.08
H 0.18083 -0.60980 0.83909 0.048 -0.080 -0.158 0.07
H 0.89367 3.30694 -4.24312 0.064 0.184 0.219 0.03
H 1.28728 4.68305 -3.68488 -0.037 -0.146 -0.005 0.03
O 1.07762 3.77994 -3.41995 -0.028 -0.042 -0.212 -0.07
```
Positions in Å, forces in eV/Å.